DFT (the ωB97M-V functional and the def2-TZVPD basis) results for a structure of composition C12H21N5O3 at a distorted geometry.

XYZ file:
```
41
Properties=species:S:1:pos:R:3:forces:R:3
C -0.8628 1.5740 0.6746 -1.2127 -0.7478 2.3305
C -0.8291 0.0165 0.9929 -1.6337 -2.4958 -1.6394
C -1.9445 1.8182 -0.3526 0.6246 1.1188 -0.6825
C -1.4387 1.5271 -1.7829 0.5694 2.0247 -2.2949
C -2.8542 1.6331 -2.7450 2.2911 -1.4791 4.6841
C -2.3031 1.5309 -4.1807 -0.2749 -4.3649 0.1551
C 0.3035 -2.1733 1.3131 -0.5170 1.4263 -4.9130
C -0.3224 -2.7047 2.4740 -1.7434 -2.9236 8.5940
C 1.6499 -2.6880 0.8993 1.4437 -1.5033 -1.8338
C 2.7307 -1.8729 1.5809 0.3502 0.8421 -1.9499
C 3.7115 -2.3591 2.4292 -2.8959 0.8037 0.9571
C 3.6495 -0.0993 2.4010 3.2438 1.3768 -1.2239
H 0.8572 1.4970 -0.3011 -0.3419 2.7113 1.7220
H 0.4193 3.2214 0.4927 0.4964 -3.7595 -0.6367
H -1.3591 2.1471 1.4723 0.6020 -0.8768 0.9275
H -2.8137 1.2248 -0.0568 0.1938 -0.2030 -0.2945
H -2.3070 2.9201 -0.1521 0.8286 -1.7946 -1.1340
H -0.7259 2.5556 -2.2202 -1.9203 -3.2829 1.5642
H -0.5954 0.4391 -1.9627 -3.0878 3.2709 0.6993
H -3.4432 0.3631 -2.2041 1.1264 4.2672 -2.0614
H -3.4275 2.8190 -2.2541 1.5578 -4.0509 -1.9292
H -2.4346 0.4416 -4.5997 0.4455 1.1940 1.6518
H -3.0320 1.8418 -4.7805 -2.8468 2.4883 -2.7766
H -0.9035 2.9583 -4.7467 0.4880 -2.0204 0.5692
H -0.2271 1.2899 -4.1739 -2.2256 2.7638 -1.5976
H 1.1795 0.0133 1.3256 -1.8198 -2.9668 -1.5237
H -0.3903 -2.5463 0.5153 0.3792 0.0701 0.4710
H 1.5360 -2.6197 -0.3030 1.1442 0.1429 2.7176
H 1.8912 -3.8059 1.0969 -0.8635 1.8776 -0.0556
H 3.5246 -3.1712 3.1734 0.6135 0.0020 -1.4624
H 4.1412 0.9924 2.4496 -1.3158 -2.7837 0.3741
H 5.1786 -1.5758 3.7201 -3.5615 2.6667 -2.6917
H -2.0465 -2.2387 1.7145 -0.8931 2.1868 -2.5705
N 0.4596 2.0944 0.5395 0.8328 0.8655 -1.9836
N -1.0207 1.9055 -4.6856 2.2255 0.0679 1.5430
N 0.3608 -0.7127 0.8885 -0.1614 3.8820 3.3253
N 2.8129 -0.3941 1.3850 2.2505 -3.5372 4.0996
N 4.2856 -1.2457 2.9884 2.2664 0.1430 1.5623
O -1.8931 -0.6600 1.0193 1.2387 2.3696 0.0340
O 0.3193 -3.1965 3.5179 -3.7170 2.6322 -5.9700
O -1.8368 -2.7604 2.4377 5.8201 -2.4037 3.2432
```
Positions in Å, forces in eV/Å.

Properties
ΔE to the lowest compared entry with this formula, charge and spin	12.475	eV
orbital gap	9.524	eV
LUMO level	0.392	eV

Here are the Mulliken charges for atoms 1 to 4, given in e:
1 C 0.29
2 C 0.03
3 C -0.93
4 C -0.58

DFT (the ωB97M-V functional and the def2-TZVPD basis) results for a structure of composition C12H21N6S2V at a distorted geometry.

XYZ file:
```
42
Properties=species:S:1:pos:R:3:forces:R:3
V -0.4371 0.0709 -0.0372 -0.5190 0.7612 1.2978
N -1.0856 -1.1940 1.7611 0.1933 -0.0171 -0.0684
C -0.0362 -1.2332 2.8323 -0.1688 -0.0031 -0.0660
C 1.3035 -0.8577 2.2396 0.0079 0.0974 -0.1607
N 1.1914 0.3492 1.3753 -0.0496 0.0132 0.1360
C 1.0930 1.6551 2.0954 0.0363 -0.1258 -0.1113
C -0.3359 1.9924 2.4687 -0.1176 0.0123 -0.1059
N -1.2225 1.7177 1.3037 -0.0168 -0.0819 -0.0067
H -1.9641 -0.8936 2.1737 -0.0218 -0.0031 0.0195
H -1.2636 -2.1432 1.4463 0.0363 -0.0292 0.0136
H 0.0193 -2.2258 3.2756 0.0146 -0.0132 0.0233
H -0.3255 -0.5528 3.6273 0.0144 0.0142 0.0139
H 1.6645 -1.6651 1.5981 0.0053 -0.0189 0.0081
H 2.0476 -0.7066 3.0234 -0.0015 0.0019 0.0332
H 2.0587 0.4007 0.8470 -0.0112 0.0286 -0.0735
H 1.4786 2.4086 1.4064 -0.0081 0.0228 -0.0066
H 1.7372 1.6540 2.9763 0.0056 0.0139 0.0228
H -0.3936 3.0412 2.7564 -0.0025 0.0202 0.0464
H -0.6889 1.4165 3.3194 0.0100 -0.0353 0.0005
H -1.2500 2.5312 0.6929 0.0565 0.0126 -0.0297
H -2.1806 1.6074 1.6267 -0.0241 0.0353 0.0211
C 0.4611 4.5414 -2.7025 -0.0011 -0.0023 0.0493
S 1.8114 3.4903 -2.1347 -0.0304 0.0520 -0.0175
C 1.0630 1.9808 -1.7744 -0.0194 0.0421 0.0461
S -0.7004 1.7570 -1.6842 0.4228 0.2961 -0.1856
N 1.8977 1.0043 -1.5350 -0.3406 -0.4333 0.2278
N 1.1357 -0.1296 -1.2474 0.5305 0.3589 -0.5196
C 1.3928 -1.2363 -1.8154 -0.2737 -0.4889 -0.1261
C 0.2669 -2.1926 -1.7315 0.2149 0.4593 0.0213
C 0.1834 -3.3600 -2.4514 0.0320 -0.2359 -0.0672
C -1.0339 -4.0345 -2.4917 0.0907 -0.0438 -0.0473
C -2.1219 -3.5133 -1.8149 -0.0468 0.0119 0.0334
C -1.9543 -2.3496 -1.0855 0.1796 0.0345 0.0783
N -0.7863 -1.6943 -1.0334 -0.0817 -0.7443 -0.4052
H 0.8818 5.5455 -2.7109 0.0010 -0.0105 -0.0395
H -0.3801 4.5165 -2.0163 -0.0036 0.0040 -0.0021
H 0.1582 4.2660 -3.7083 -0.0289 -0.0047 -0.0008
H 2.2678 -1.3730 -2.4429 -0.0512 -0.0365 -0.0545
H 1.0457 -3.7277 -2.9916 -0.0184 0.0132 -0.0079
H -1.1301 -4.9491 -3.0623 0.0077 0.0143 0.0085
H -3.0890 -3.9943 -1.8455 0.0005 0.0012 0.0046
H -2.7797 -1.9206 -0.5286 -0.0231 0.0069 -0.0034
```
Positions in Å, forces in eV/Å.

Properties
orbital gap (spin up / spin down)	7.194 / 6.944	eV
multiplicity	3
expectation value of S²	2.0238
charge	+2
LUMO level (spin up / spin down)	-7.309 / -7.568	eV

Here are the Mulliken charges for atoms 1 to 4, given in e:
1 V 0.43
2 N -0.50
3 C -0.73
4 C -0.70

DFT (the ωB97M-V functional and the def2-TZVPD basis) results for a cluster of 2 separate species, C12H21NO2 in total at a distorted geometry.

XYZ file:
```
36
Properties=species:S:1:pos:R:3:forces:R:3
C -0.0626 -2.2204 -1.0622 0.9831 1.2257 0.3412
C 0.6765 -1.2866 -0.0517 -2.0299 0.3498 1.7190
C -0.1843 -1.3580 1.3215 4.0255 -0.4817 0.6650
C 2.1237 -1.6763 0.2451 -1.7941 -0.5938 -1.7543
C 0.4777 0.1249 -0.5726 0.1408 -0.1817 -0.1745
C -0.3553 0.2287 -1.5872 0.0539 1.7444 0.6155
O -1.1227 0.5511 -2.4033 -0.1030 -0.5572 -0.3625
C 1.3042 1.3629 -0.1768 -0.6351 1.7017 -1.1090
C 0.4718 2.6903 -0.4435 4.1670 -2.3274 0.4964
C 2.6078 1.3472 -1.0368 -1.2432 -1.1222 1.4836
C 1.6518 1.4747 1.2866 -2.4835 1.1997 0.5517
H 0.2490 -3.2024 -0.9360 0.8565 -1.9521 -0.0017
H 0.0582 -1.8999 -2.0871 0.5758 -0.1927 -0.4008
H -1.1138 -2.2683 -0.9424 -1.2110 0.3864 0.5969
H 0.0635 -2.3892 1.7947 -0.5335 1.7524 -0.4018
H 0.1729 -0.4720 2.0002 -1.1646 -2.0031 -1.0570
H -1.1948 -1.3271 1.0569 -1.5919 0.3034 -0.0568
H 2.6839 -1.1963 0.9485 0.8100 2.2223 2.1433
H 2.6887 -1.5776 -0.6315 0.9206 -0.2119 -1.5080
H 2.1931 -2.6631 0.5927 -0.2413 -1.8186 0.1060
H 1.0411 3.5637 -0.2855 0.8687 0.9401 0.1378
H -0.3035 2.6578 0.1688 -3.5350 0.1085 2.7016
H 0.1547 2.6108 -1.3806 -1.4048 0.3539 -4.2102
H 2.6122 0.3653 -1.4833 0.5782 0.2177 -0.8609
H 2.7770 2.1906 -1.6479 -0.2569 0.6913 -1.1733
H 3.3571 1.3817 -0.3005 1.5896 -0.1643 0.6148
H 0.8122 2.0585 1.7800 0.8358 -0.8601 -0.2354
H 2.4949 2.1196 1.3849 0.9378 0.0065 0.3667
H 1.6713 0.5386 1.7742 0.9097 -0.7471 0.7061
C -4.6239 -0.8170 0.1285 -1.5756 -2.9802 -0.6244
N -3.5866 0.1260 0.1595 0.2480 -0.1978 0.1180
C -2.8364 0.7706 0.8199 0.4232 1.3911 -0.4097
O -2.0850 1.5717 1.2535 -0.4127 -0.8749 0.2639
H -4.2485 -1.9563 0.2809 -0.6890 2.6911 -0.4643
H -5.4115 -0.6521 0.8940 0.6841 0.0697 -0.1746
H -5.2144 -0.7722 -0.8616 1.2968 -0.0888 1.3515
```
Positions in Å, forces in eV/Å.

Properties
ΔE to the lowest compared entry with this formula, charge and spin	1.858	eV
orbital gap	8.629	eV
SMILES	CC(C)(C)C(=C=O)C(C)(C)C.CN=C=O
LUMO level	0.607	eV

Here are the Mulliken charges for atoms 1 to 4, given in e:
1 C -1.96
2 C 1.77
3 C -1.15
4 C -2.19

| no. | total energy (eV) |
| --- | --- |
| 1 | -26366.9774 |
| 2 | -69070.7111 |
| 3 | -18366.4111 |